1.
{"formula": "C3H2NO2S", "method": "wB97M-V/def2-TZVPD", "max_force_ev_per_a": 4.56, "lumo_ha": 0.141, "total_charge": -1, "gap_ev": 5.78, "multiplicity": 1, "e_above_lowest_kcal_mol": 71.3, "species": ["H", "C", "N", "O", "C", "C", "S", "H", "O"], "xyz": [[-1.491147, 1.469419, 0.230186], [-0.581787, 0.079018, -1.119687], [0.071662, 0.341306, 1.058137], [0.459591, -0.865575, -1.143739], [1.090247, -1.022065, -0.044168], [-0.733534, 0.707570, 0.091560], [0.294881, 0.776794, 2.616451], [-1.094719, 0.223260, -2.047261], [1.984807, -1.709726, 0.358520]], "forces_ev_per_angstrom": [[0.017, 0.024, 0.119], [-0.673, 0.733, 0.226], [1.733, -2.833, -3.122], [0.163, -0.460, -0.678], [-0.608, 1.910, 3.554], [0.141, -0.415, -0.671], [0.195, 0.444, 1.507], [0.077, -0.089, -0.101], [-1.044, 0.685, -0.834]]}


2.
{"formula": "C3H2NO3", "method": "wB97M-V/def2-TZVPD", "max_force_ev_per_a": 2.33, "lumo_ha": 0.141, "total_charge": -1, "gap_ev": 5.65, "multiplicity": 1, "e_above_lowest_kcal_mol": 67.5, "species": ["O", "C", "H", "O", "H", "C", "C", "O", "N"], "xyz": [[-3.129011, 0.580138, -0.033163], [0.145089, -0.864763, -0.279102], [-1.299384, 1.491101, -0.080399], [-1.213011, -0.544275, 0.050981], [0.306257, -1.796550, 0.291154], [2.374590, 0.138519, -0.001511], [-1.904651, 0.548954, -0.039596], [3.530957, 0.412977, 0.036793], [1.189160, 0.033902, 0.054845]], "forces_ev_per_angstrom": [[0.417, 0.003, 0.049], [0.678, -1.846, -1.244], [-0.189, -0.471, -0.145], [-0.817, 0.410, 0.751], [-0.162, 0.448, -0.113], [-1.261, 0.709, 0.517], [0.419, 0.516, 0.037], [0.771, -0.197, -0.212], [0.145, 0.429, 0.361]]}


3.
{"formula": "C3H2NO6S", "method": "wB97M-V/def2-TZVPD", "max_force_ev_per_a": 3.49, "lumo_ha": 0.116, "total_charge": -1, "smiles": "O=C([O-])[C@@]1([N+](=O)[O-])CS1(=O)=O", "gap_ev": 9.12, "multiplicity": 1, "e_above_lowest_kcal_mol": 108.8, "species": ["C", "S", "O", "C", "H", "C", "O", "O", "O", "O", "H", "N", "O"], "xyz": [[-0.800579, -1.274835, -1.312164], [0.285057, 1.379028, -0.370814], [0.157347, 1.710785, -1.768509], [-0.256340, -0.188216, 0.097043], [1.815847, 0.239864, 1.042338], [1.358240, 0.092272, 0.023269], [-1.986577, 0.265808, 1.611604], [0.235002, 2.463754, 0.607238], [0.139634, -1.492015, -2.077471], [-1.948868, -1.593785, -1.193319], [2.065551, -0.590556, -0.390033], [-0.858555, -0.256168, 1.400742], [-0.205756, -0.755939, 2.330077]], "forces_ev_per_angstrom": [[1.258, -0.615, -0.950], [0.329, 1.291, -0.944], [-0.110, 0.022, 0.437], [1.114, 0.043, -1.021], [-0.979, 0.319, -0.665], [-0.378, -0.195, 3.467], [2.268, -1.190, -1.278], [0.023, -1.221, -0.609], [-0.795, 0.706, 1.407], [-0.543, 0.210, 0.451], [-0.304, -0.221, -1.713], [-1.408, 0.780, 2.601], [-0.476, 0.072, -1.183]]}